C15H23N2O4SeTi as an isolated structure. Source: OMol25; level of theory: ωB97M-V with the def2-TZVPD basis set.

Structure (XYZ):
```
46
Properties=species:S:1:pos:R:3:forces:R:3:lowdin_charge:R:1
Ti -0.545722 0.293929 0.044229 1.38 0.09 0.15 1.038
C -1.053150 2.955588 -1.249437 -0.51 0.41 -0.63 -0.093
C -1.035111 1.886012 -2.337506 -0.08 -0.13 -0.02 -0.032
O -0.126505 0.776830 -1.920472 -0.14 0.29 -0.08 -0.266
C 1.300320 0.806843 -2.353336 0.41 -0.72 1.04 -0.022
C 2.082912 1.434110 -1.192278 0.39 -1.01 -0.10 -0.076
O 1.589296 0.825972 0.033602 -0.44 -0.26 -0.15 -0.245
C 2.123771 1.470897 1.221919 1.51 0.30 -1.52 -0.100
C 1.369455 0.933229 2.359218 -1.42 -0.16 0.92 -0.024
O -0.093219 0.923819 1.952647 0.51 0.05 -0.14 -0.272
C -0.900147 2.088510 2.359824 -0.96 -0.17 0.07 -0.053
C -1.119242 3.032712 1.173375 0.13 0.88 0.23 -0.086
O -0.841177 2.274510 -0.012005 0.24 -0.63 -0.04 -0.327
H -0.295666 3.717000 -1.402586 0.24 0.11 0.20 0.157
H -2.037612 3.430575 -1.152328 0.18 0.00 -0.53 0.140
H -2.011318 1.411568 -2.433059 0.06 -0.02 -0.08 0.139
H -0.725459 2.284438 -3.308701 0.02 -0.17 0.20 0.167
H 1.598904 -0.249040 -2.564749 -0.39 0.78 0.41 0.162
H 1.437702 1.357481 -3.271419 -0.31 0.33 -0.23 0.154
H 3.169680 1.228019 -1.250486 -0.54 0.17 -0.24 0.175
H 1.908314 2.490218 -1.087995 0.00 0.60 -0.25 0.134
H 3.213201 1.211112 1.241465 -0.82 0.34 0.40 0.186
H 2.013857 2.554271 1.072159 0.03 -0.17 0.28 0.156
H 1.621735 -0.108349 2.602238 -0.15 0.43 0.00 0.148
H 1.377126 1.583559 3.243635 0.46 -0.43 -0.16 0.165
H -1.858824 1.647803 2.640068 0.11 0.03 0.13 0.139
H -0.489149 2.598097 3.239474 0.15 -0.25 -0.31 0.165
H -2.152850 3.393832 1.078568 0.26 -0.14 0.47 0.127
H -0.461623 3.904680 1.162181 0.12 -0.09 0.11 0.162
Se -2.875244 -0.206370 0.291232 -0.11 -1.30 -0.01 0.960
C -3.737934 1.380732 0.112394 0.40 2.73 -0.20 -0.595
N -3.905250 2.531939 0.008462 -0.30 -1.94 0.10 0.157
C 0.099169 -5.991972 0.026034 0.87 -0.71 -0.39 0.003
C 0.191777 -4.502303 -0.052270 0.05 -0.08 0.05 -0.176
C -0.053886 -3.762141 -1.230958 0.07 -0.82 0.35 0.046
C -0.206029 -2.416052 -1.158679 -0.43 0.78 -1.20 -0.100
N -0.040266 -1.672347 -0.031311 -0.60 -0.41 0.00 -0.115
C 0.308719 -2.371845 1.076247 0.19 -0.65 0.36 -0.075
C 0.503816 -3.739643 1.083852 -0.50 0.25 0.87 0.045
H 0.040810 -6.447346 -0.988667 -0.13 0.32 0.77 0.110
H -0.747033 -6.365849 0.654202 0.55 0.54 -0.45 0.131
H 1.043177 -6.376113 0.498449 -0.81 0.25 -0.27 0.127
H -0.171100 -4.263941 -2.186095 -0.20 0.05 0.14 0.149
H -0.579804 -1.897683 -2.049484 0.40 0.03 0.30 0.138
H 0.325850 -1.834452 2.008990 0.27 0.20 0.19 0.118
H 0.743731 -4.222860 2.049366 -0.14 0.29 -0.72 0.159
```
Positions in Å, forces in eV/Å.

Calculated values
Total charge: +3
Gap between HOMO and LUMO (spin up / spin down) in eV: 7.21 / 7.20
E_HOMO (spin up / spin down) in eV: -19.68 / -19.68
LUMO (spin up / spin down) in eV: -12.475 / -12.476

C15H23N2OSTi as an isolated structure. Source: OMol25; level of theory: ωB97M-V with the def2-TZVPD basis set.

Structure (XYZ):
```
43
Properties=species:S:1:pos:R:3:forces:R:3:lowdin_spin:R:1
Ti -0.601655 0.442443 0.205199 0.91 0.18 -0.09 0.901
C -1.043429 2.057121 3.305402 0.01 -0.07 0.07 0.000
C -1.553556 1.028689 2.331804 0.00 0.17 0.12 0.001
C -2.520484 1.348731 1.345351 -0.06 0.13 -0.06 0.004
C -3.021021 2.756572 1.146515 -0.03 -0.02 0.01 0.002
C -3.013601 0.332426 0.496770 -0.21 -0.04 -0.16 0.006
C -4.085085 0.626725 -0.518904 0.04 -0.01 0.03 0.002
C -2.517136 -0.989769 0.605989 0.03 0.02 -0.09 0.009
C -2.965762 -2.036516 -0.378466 0.00 0.03 0.06 0.001
C -1.598300 -1.316825 1.629508 0.10 -0.23 -0.01 0.002
C -1.217925 -2.756611 1.858372 -0.03 0.03 0.00 0.000
C -1.062101 -0.295694 2.445922 -0.14 -0.12 0.22 0.007
C -0.042207 -0.629247 3.501386 0.02 -0.01 -0.03 0.005
H -1.243308 1.704601 4.319181 0.00 0.01 0.00 0.000
H -1.517335 3.024017 3.199091 -0.03 -0.01 0.00 0.000
H 0.036021 2.188926 3.231822 0.01 0.02 -0.04 0.000
H -4.000469 2.869258 1.617867 0.02 0.03 0.04 0.000
H -3.150892 2.988745 0.091226 0.03 -0.04 -0.01 0.000
H -2.356661 3.500381 1.569438 -0.01 0.03 0.00 0.000
H -3.662722 0.800972 -1.511439 0.02 0.00 0.00 0.000
H -4.666579 1.499727 -0.242039 -0.03 -0.02 0.01 0.000
H -4.763448 -0.220044 -0.594270 -0.03 0.02 -0.01 0.000
H -3.896113 -2.497316 -0.036212 0.00 -0.02 -0.01 0.001
H -2.224114 -2.821994 -0.492575 0.00 -0.02 -0.01 0.000
H -3.154895 -1.601177 -1.356636 -0.01 0.00 -0.01 0.000
H -0.989323 -2.933667 2.905363 -0.01 0.00 0.01 0.000
H -0.351810 -3.059574 1.267578 0.01 0.01 0.00 0.000
H -2.042604 -3.409665 1.585327 0.00 -0.01 0.02 0.000
H -0.549097 -0.843016 4.446462 0.00 0.01 0.00 0.001
H 0.643483 0.193566 3.682460 0.00 0.02 0.01 0.000
H 0.544440 -1.504279 3.238540 0.01 -0.01 -0.02 0.000
C 1.378071 4.120999 0.207592 0.10 -0.08 -0.03 0.000
C 1.678632 2.669173 0.263024 -0.33 -0.24 0.08 0.001
N 2.890683 2.199461 0.161420 0.01 0.16 -0.05 0.000
O 0.705327 1.848090 0.429125 -0.12 -0.10 -0.01 0.002
H 2.264768 4.732654 0.066084 0.00 0.00 0.02 0.000
H 0.877352 4.393482 1.137224 0.00 0.07 -0.02 0.000
H 0.682824 4.285593 -0.616454 -0.02 0.05 0.01 0.000
H 3.675832 2.821549 0.032749 0.04 -0.03 -0.01 0.000
H 3.057371 1.202867 0.179288 0.05 -0.02 0.00 0.000
S 0.915752 -1.335861 -0.892935 -0.18 0.11 0.12 -0.012
C -0.085279 -0.369106 -1.755953 -0.13 0.00 0.03 0.015
N -0.908747 0.469492 -1.912095 -0.07 -0.01 -0.19 0.050
```
Positions in Å, forces in eV/Å.

Calculated values
Total charge: +2
Gap between HOMO and LUMO (spin up / spin down) in eV: 8.64 / 8.65
E_HOMO (spin up / spin down) in eV: -16.37 / -16.47
2S+1: 2
LUMO (spin up / spin down) in eV: -7.732 / -7.822

no.,F_max (eV/Å),DFT total energy (Ha)
1,2.77,-4245.69415
2,0.94,-2017.33402